178
Properties=species:S:1:pos:R:3 method="wB97M-V/def2-TZVPD" charge=+1 lumo_ev=-3.5 fmax_ev_per_a=2.8 orbital_gap_ev=7.950
C 0.76 1.87 3.15
C 1.61 1.97 1.86
C 2.46 0.77 1.37
Br 3.58 0.22 2.87
C 1.83 -0.38 0.47
C 3.08 -0.81 -0.35
C 1.35 -1.67 1.20
B 2.40 -2.88 1.50
C 2.01 -4.43 1.39
O 3.72 -2.71 1.92
P 0.54 -1.35 2.92
O -1.03 -1.00 2.63
Cl 0.49 -3.18 3.92
O 0.25 -2.41 0.54
C 0.06 -2.29 -0.80
Br -1.79 -3.03 -0.99
I 1.15 -3.76 -2.06
C 0.26 -0.87 -1.44
C -0.83 -0.43 -2.43
C -2.24 0.09 -2.08
O -2.88 0.41 -3.06
C -2.99 0.28 -0.77
C -3.87 -0.63 -0.23
C -4.55 -0.41 0.95
C -4.37 0.76 1.65
C -3.53 1.71 1.11
C -2.86 1.47 -0.07
N 0.78 0.20 -0.48
O -0.36 0.40 0.31
C 1.29 1.33 -1.30
C 0.48 2.64 -1.47
O 0.82 3.63 -0.91
Cl -0.84 2.85 -2.63
H 0.63 2.87 3.57
H -0.26 1.54 2.86
H 1.10 1.19 3.92
H 0.97 2.44 1.10
H 2.35 2.75 2.08
H 3.21 1.25 0.74
H 3.95 -0.91 0.30
H 3.41 -0.01 -1.03
H 2.90 -1.68 -1.00
H 2.42 -4.88 0.49
H 0.94 -4.62 1.53
H 2.50 -4.95 2.22
H 3.76 -3.07 2.81
H -1.33 -1.25 1.73
H 1.12 -1.07 -2.10
H -0.97 -1.30 -3.08
H -0.41 0.29 -3.13
H -4.05 -1.56 -0.74
H -5.21 -1.17 1.35
H -4.86 0.95 2.59
H -3.38 2.66 1.61
H -2.21 2.26 -0.43
H -0.54 1.32 0.57
H 2.27 1.70 -1.01
H 1.50 1.03 -2.34
C -2.74 -2.64 -4.92
C -2.65 -2.75 -6.44
C -2.08 -4.10 -6.89
C -0.72 -4.28 -6.36
N 0.34 -4.42 -5.95
H -1.75 -2.70 -4.46
H -3.17 -1.68 -4.64
H -3.36 -3.43 -4.50
H -2.02 -1.94 -6.83
H -3.64 -2.62 -6.87
H -2.05 -4.15 -7.98
H -2.71 -4.92 -6.54
C 1.97 1.03 7.51
C 2.57 2.20 8.28
C 1.97 3.55 7.88
C 2.21 3.81 6.46
N 2.40 4.01 5.34
H 2.16 1.11 6.44
H 2.40 0.09 7.84
H 0.89 0.98 7.66
H 3.65 2.21 8.12
H 2.41 2.04 9.35
H 2.42 4.35 8.47
H 0.89 3.56 8.07
C 0.88 -7.48 -6.05
C 1.44 -8.44 -5.01
C 0.47 -9.58 -4.68
C -0.78 -9.03 -4.14
N -1.76 -8.60 -3.71
H -0.03 -6.99 -5.69
H 1.60 -6.70 -6.28
H 0.63 -8.00 -6.98
H 1.68 -7.88 -4.10
H 2.38 -8.86 -5.39
H 0.91 -10.25 -3.95
H 0.25 -10.16 -5.58
C -8.99 -1.40 2.27
C -8.97 -2.55 3.27
C -7.68 -2.60 4.10
C -6.51 -2.79 3.22
N -5.61 -2.93 2.52
H -8.19 -1.49 1.53
H -9.94 -1.38 1.73
H -8.87 -0.44 2.78
H -9.10 -3.49 2.73
H -9.82 -2.45 3.95
H -7.71 -3.43 4.80
H -7.55 -1.68 4.66
C -2.91 5.71 -5.00
C -3.06 4.33 -5.64
C -3.25 4.40 -7.16
C -4.47 5.15 -7.48
N -5.43 5.74 -7.73
H -3.80 6.31 -5.14
H -2.74 5.61 -3.92
H -2.06 6.25 -5.43
H -3.90 3.81 -5.18
H -2.16 3.74 -5.42
H -3.34 3.39 -7.57
H -2.40 4.88 -7.63
C -3.35 -10.83 -8.95
C -2.68 -10.32 -7.68
C -3.32 -9.04 -7.14
C -3.23 -7.96 -8.13
N -3.15 -7.11 -8.91
H -3.27 -10.11 -9.77
H -2.89 -11.75 -9.29
H -4.41 -11.03 -8.78
H -1.62 -10.14 -7.88
H -2.74 -11.09 -6.91
H -2.82 -8.72 -6.22
H -4.38 -9.21 -6.90
C 7.91 1.20 -2.40
C 7.07 0.21 -1.61
C 6.08 -0.57 -2.47
C 5.14 0.36 -3.13
N 4.39 1.09 -3.62
H 7.29 1.97 -2.87
H 8.61 1.71 -1.74
H 8.48 0.71 -3.18
H 6.53 0.75 -0.83
H 7.73 -0.49 -1.10
H 5.52 -1.27 -1.86
H 6.61 -1.14 -3.24
C 5.05 5.17 1.71
C 5.13 5.07 0.19
C 5.72 3.74 -0.29
C 7.09 3.57 0.22
N 8.17 3.45 0.61
H 6.04 5.13 2.16
H 4.60 6.12 2.01
H 4.45 4.36 2.13
H 5.72 5.90 -0.20
H 4.12 5.18 -0.23
H 5.74 3.70 -1.38
H 5.11 2.90 0.07
C 2.97 7.65 8.35
C 3.99 8.49 9.10
C 4.22 8.01 10.54
C 2.97 8.06 11.31
N 1.99 8.11 11.91
H 1.98 7.70 8.82
H 2.86 8.01 7.33
H 3.28 6.60 8.30
H 3.65 9.53 9.12
H 4.94 8.47 8.57
H 4.97 8.63 11.03
H 4.59 6.98 10.54
C -3.32 3.93 4.43
C -2.82 5.36 4.41
C -1.34 5.47 4.80
C -1.12 4.96 6.15
N -0.94 4.55 7.22
H -3.26 3.49 5.42
H -4.37 3.89 4.12
H -2.75 3.30 3.74
H -3.42 5.96 5.10
H -2.96 5.79 3.42
H -1.01 6.51 4.76
H -0.72 4.90 4.10